No. 1
ORCA calculation (wB97M-V/def2-TZVPD) on a 2-piece molecular cluster, C3H10O overall at a distorted geometry.

Calculated values
Expectation value of S²: 0.7503
2S+1: 2
Electronic energy: -5318.4528 eV
ΔE to the lowest compared entry with this formula, charge and spin: 12.46 kcal per mole
LUMO level (spin up / spin down): 0.15074 / 0.14552 hartree
Total charge: -1
HOMO energy (spin up / spin down): 1.211 / -6.424 eV
Kohn-Sham gap (spin up / spin down): 2.89 / 10.38 eV

Geometry as XYZ:
```
14
C3H10O, DFT wB97M-V/def2-TZVPD
C 1.6747 0.3648 -0.6103
C 0.8324 0.6876 0.7164
C -0.6470 0.4803 0.4024
H 1.2531 1.0205 -1.4303
H 1.5938 -0.6876 -0.8203
H 2.7350 0.5945 -0.4589
H 1.0766 1.7609 0.9110
H 1.2571 0.2203 1.6156
H -1.2708 1.4076 0.4690
H -0.8682 -0.2259 -0.3962
H -1.2704 -0.0131 1.0779
H -2.0714 -2.4152 0.0433
H -2.4310 -1.1932 -0.7278
O -1.8639 -2.0012 -0.7918
```

No. 2
ORCA calculation (wB97M-V/def2-TZVPD) on a 10-piece molecular cluster, C43H61Br2N5O4 overall at a distorted geometry.

Calculated values
Expectation value of S²: 0.7543
2S+1: 2
Electronic energy: -201291.4118 eV
LUMO level (spin up / spin down): -0.07643 / -0.29736 hartree
Total charge: +1
HOMO energy (spin up / spin down): -11.254 / -11.254 eV
Kohn-Sham gap (spin up / spin down): 9.17 / 3.16 eV

Geometry as XYZ:
```
115
C43H61Br2N5O4, DFT wB97M-V/def2-TZVPD
Br 1.0644 -2.4216 0.1967
C 0.3993 -0.6018 -0.2928
C 0.5094 -0.4405 -1.7849
Br 0.0846 1.4667 -2.3009
H 1.0841 0.0618 0.2353
H -0.6320 -0.5461 0.0556
H -0.1590 -1.1642 -2.2514
H 1.5280 -0.6491 -2.1122
N 4.1953 0.4382 -0.4009
C 5.4665 0.2334 -0.6621
C 6.1719 1.0704 -1.5914
C 5.5116 2.1698 -2.1425
C 4.1488 2.4115 -1.7993
C 3.5440 1.4793 -0.9357
H 5.9727 -0.6330 -0.2627
H 7.2383 0.9328 -1.6930
H 6.0901 2.7995 -2.8023
H 3.6848 3.3382 -2.1033
H 2.5320 1.6480 -0.5983
N -6.1542 -0.9583 1.5557
C -6.6506 -1.7321 0.6426
C -6.0577 -1.7844 -0.6263
C -4.8955 -0.9685 -0.8538
C -4.1841 -0.3549 0.1964
C -4.8630 -0.4917 1.3743
H -7.5393 -2.3037 0.8659
H -6.5089 -2.3793 -1.4066
H -4.4334 -0.9030 -1.8278
H -3.2482 0.1473 0.0005
H -4.3076 -0.1542 2.2369
N 2.9019 5.2478 1.1855
C 2.0287 4.2509 0.9254
C 1.3152 4.1767 -0.2453
C 1.5411 5.1168 -1.2364
C 2.4237 6.1690 -0.9888
C 2.9999 6.2279 0.2434
H 1.7818 3.5893 1.7426
H 0.5821 3.3974 -0.3922
H 1.1536 5.0363 -2.2412
H 2.7299 6.9101 -1.7122
H 3.6250 7.0285 0.6103
N -1.4488 -6.2924 2.1952
C -1.0636 -5.1543 1.5242
C -1.8009 -3.9764 1.5125
C -3.0861 -4.0920 2.1454
C -3.4796 -5.2215 2.8117
C -2.6396 -6.3109 2.8420
H -0.1282 -5.2537 0.9936
H -1.5791 -3.0231 1.0558
H -3.6727 -3.1870 2.2036
H -4.3996 -5.1762 3.3755
H -2.8442 -7.2294 3.3721
N -2.1850 -2.0381 -3.6447
C -1.7147 -1.5962 -4.7671
C -1.4492 -2.4738 -5.8922
C -1.6405 -3.8601 -5.7365
C -2.2141 -4.2897 -4.5531
C -2.5477 -3.3592 -3.5916
H -1.5876 -0.5265 -4.8441
H -1.2259 -2.0187 -6.8458
H -1.4081 -4.6109 -6.4773
H -2.5631 -5.2967 -4.3782
H -2.9486 -3.6853 -2.6432
C 2.6111 -0.9445 3.7273
C 2.9456 -0.0432 4.8461
C 2.3976 1.2754 4.4277
O 2.4728 1.2243 3.0223
C 3.0856 -0.0008 2.6200
H 1.5423 -1.0499 3.5407
H 3.0907 -1.9151 3.8537
H 4.0184 -0.0267 5.0382
H 2.3157 -0.3762 5.6710
H 2.9290 2.1203 4.8656
H 1.3318 1.3600 4.6399
H 4.1708 0.0254 2.5215
H 2.7659 -0.3601 1.6418
C -2.4491 -0.1755 5.2374
C -1.9106 -0.7518 4.0563
C -1.5153 0.4711 3.2305
O -1.8800 1.6209 3.9790
C -1.7782 1.1658 5.3145
H -2.3267 -0.7766 6.1385
H -3.5304 -0.0540 5.1736
H -2.5857 -1.4448 3.5543
H -1.0699 -1.3891 4.3305
H -1.9863 0.4174 2.2489
H -0.4524 0.4977 2.9905
H -2.4246 1.8190 5.9007
H -0.7759 1.1348 5.7418
C 4.1274 -1.8184 -4.6989
C 2.9644 -2.8276 -4.6542
C 1.6667 -2.0616 -4.9361
O 2.1090 -0.7272 -4.6765
C 3.4028 -0.6163 -4.1482
H 4.5365 -1.5584 -5.6752
H 4.9291 -2.1453 -4.0367
H 2.8656 -3.6221 -3.9145
H 3.0317 -3.4411 -5.5526
H 0.9082 -2.4160 -4.2381
H 1.3581 -2.1746 -5.9754
H 3.4748 -0.6449 -3.0610
H 3.8949 0.3087 -4.4490
C -2.0188 4.4699 -0.7192
C -1.8337 4.9698 0.7123
C -1.4541 3.7273 1.5320
O -1.6790 2.6062 0.7261
C -2.4323 2.9153 -0.4259
H -1.1732 4.5080 -1.4059
H -2.8468 4.9658 -1.2258
H -2.6732 5.4500 1.2150
H -1.1506 5.8174 0.7670
H -2.0428 3.6783 2.4481
H -0.4575 3.7841 1.9697
H -3.4264 2.5903 -0.1192
H -2.1212 2.2491 -1.2306
```

No. 3
ORCA calculation (wB97M-V/def2-TZVPD) on a 2-piece molecular cluster, C5H6OS overall at a distorted geometry.

Calculated values
Electronic energy: -18160.3257 eV
ΔE to the lowest compared entry with this formula, charge and spin: 99.44 kcal per mole
LUMO level (spin up / spin down): -0.00731 / -0.00699 hartree
Total charge: 0
HOMO energy (spin up / spin down): -8.252 / -8.209 eV
Kohn-Sham gap (spin up / spin down): 8.05 / 8.02 eV

Geometry as XYZ:
```
13
C5H6OS, DFT wB97M-V/def2-TZVPD
C -0.4584 0.9821 0.3046
C -1.7897 0.8169 0.5022
C -0.9491 -1.1170 0.0673
C 0.1108 -0.2631 -0.1463
C 1.4658 -0.5909 -0.4811
O -2.0753 -0.4680 0.3920
S 2.6679 0.1703 0.5264
H -0.1287 2.0361 0.1427
H -2.6224 1.4666 0.7865
H -1.1047 -2.1148 -0.0703
H 1.6097 -1.7076 -0.6892
H 1.5231 -0.2885 -2.4246
H 1.7510 1.0779 1.0897
```

No. 4
ORCA calculation (wB97M-V/def2-TZVPD) on an isolated ion of composition CHN6S and charge -1 at a distorted geometry.

Calculated values
Electronic energy: -20825.3499 eV
ΔE to the lowest compared entry with this formula, charge and spin: 108.24 kcal per mole
LUMO level: 0.12285 hartree
Total charge: -1
HOMO energy: -3.501 eV
Kohn-Sham gap: 6.84 eV

Geometry as XYZ:
```
9
CHN6S, DFT wB97M-V/def2-TZVPD
C 0.7016 -1.9053 0.2287
N -0.1083 -1.0876 0.6024
N -1.1998 -0.7682 1.2800
N -1.5822 0.4793 1.1463
N 0.6887 1.7960 -0.8281
N -0.3011 1.1064 -0.5610
N -0.9719 1.4112 0.4698
S 1.8326 -2.6136 -0.5880
H 0.9404 1.5818 -1.7500
```

No. 5
ORCA calculation (wB97M-V/def2-TZVPD) on a 2-piece molecular cluster, C3H9NO overall at a distorted geometry.

Calculated values
Electronic energy: -6791.7327 eV
ΔE to the lowest compared entry with this formula, charge and spin: 76.63 kcal per mole
LUMO level: 0.01746 hartree
Total charge: 0
HOMO energy: -9.650 eV
SMILES: C=N.CCO
Kohn-Sham gap: 10.13 eV

Geometry as XYZ:
```
14
C3H9NO, DFT wB97M-V/def2-TZVPD
C 1.8967 0.0599 -1.7457
N 1.3061 1.2285 -1.7385
H 2.3220 -0.2137 -2.7371
H 2.0337 -0.4851 -0.8228
H 1.7980 1.6531 -0.8530
C -1.2792 0.0993 1.6748
C -0.8644 -0.8504 0.5423
O -1.1613 -0.3352 -0.7619
H -1.4438 1.1127 1.3070
H -0.5701 0.2068 2.6024
H -2.2976 -0.1995 2.0536
H 0.2086 -0.9641 0.5557
H -1.2930 -1.8324 0.6415
H -0.6557 0.5201 -0.7183
```

- Which of these has the lowest electronic energy?
  C43H61Br2N5O4

- Number 2 is which compound?
  C43H61Br2N5O4